# 1
The following is a DFT calculation (ωB97M-V/def2-TZVPD) of a molecular structure, C34H44BCsGe2N5OS2 in a non-equilibrium geometry.

LUMO level ... 0.0758 hartree
Total charge ... -1
Frontier orbital gap ... 5.99 eV

XYZ file:
```
90
C34H44BCsGe2N5OS2 | OMol25 | ωB97M-V/def2-TZVPD
Cs 1.54911 -1.54527 1.68379
B 2.75724 0.09900 4.65863
N 2.70243 -1.47929 4.77963
C 3.70931 -2.28963 5.15378
C 3.28522 -3.60180 5.07603
C 1.95575 -3.49258 4.64129
N 1.60851 -2.22113 4.48196
N 3.69097 0.57447 3.47634
C 5.01671 0.79955 3.53858
C 5.49641 1.04912 2.26651
C 4.35101 0.96765 1.46547
N 3.27500 0.69993 2.19446
H 3.29560 0.50701 5.66155
H 1.63508 0.49461 4.48364
H 4.65652 -1.86611 5.44878
H 3.84427 -4.49455 5.29804
H 1.23762 -4.27030 4.42819
H 5.51636 0.76499 4.49377
H 6.50929 1.26033 1.96970
H 4.25548 1.09372 0.39797
C 1.32322 3.62712 2.64572
C 0.00757 2.91387 2.92711
Ge -0.88888 2.06405 1.38876
C -2.39030 1.02751 2.14756
C -3.30443 0.33215 1.14697
C -1.54764 3.40497 0.07985
C -1.00161 3.10131 -1.11677
Ge 0.07899 1.46504 -0.77616
C 1.97900 1.61658 -1.28227
C 2.62333 2.93784 -0.88472
C -0.64577 -0.12103 -1.71172
C -0.72971 0.11376 -3.21966
C -1.19260 3.86525 -2.36374
C -0.29293 3.70253 -3.41884
C -0.43109 4.41906 -4.59951
C -1.48269 5.30778 -4.75519
C -2.39502 5.47337 -3.72003
C -2.25222 4.76183 -2.54095
H 1.67348 4.16696 3.52883
H 1.22123 4.35071 1.83214
H 2.09919 2.91150 2.36682
H -0.74248 3.62263 3.29766
H 0.13491 2.16290 3.71013
H -2.96086 1.76325 2.72643
H -1.98601 0.32635 2.88289
H -3.64129 1.02413 0.36983
H -4.19819 -0.06659 1.63489
H -2.81096 -0.50096 0.64178
H -2.18708 4.27966 0.20874
H 2.03161 1.46438 -2.36595
H 2.51280 0.75985 -0.86502
H 2.07861 3.78517 -1.31090
H 3.65812 3.00236 -1.23112
H 2.63000 3.06759 0.19858
H -1.62923 -0.38286 -1.32228
H -0.00364 -0.97415 -1.47117
H -1.40264 0.94529 -3.44101
H -1.12050 -0.76227 -3.74782
H 0.24428 0.34225 -3.66050
H 0.53157 3.00757 -3.31069
H 0.28497 4.27564 -5.39945
H -1.59702 5.86275 -5.67798
H -3.22713 6.15711 -3.83649
H -2.97781 4.88606 -1.74731
S 3.83498 -1.67091 -2.39051
C 2.49325 -2.29102 -3.11940
N 1.64773 -3.16835 -2.56522
C 0.35434 -3.32558 -3.21128
C 0.60932 -3.05963 -4.69291
S 1.95855 -1.84168 -4.73091
H 1.72339 -3.31089 -1.55600
H -0.36844 -2.62111 -2.78565
H -0.02684 -4.33327 -3.04825
H -0.27333 -2.66364 -5.18999
H 0.93114 -3.96774 -5.20131
O 1.15316 -3.63998 0.16180
C -0.06014 -3.87523 0.19904
C -1.19140 -3.14575 -0.06041
C -2.41176 -2.91628 -0.25943
C -3.68911 -3.54411 -0.17949
C -4.18322 -4.30240 -1.25041
C -5.43250 -4.89708 -1.17697
C -6.22082 -4.75176 -0.04360
C -5.74068 -4.00092 1.02262
C -4.49550 -3.39827 0.95970
H -3.57645 -4.42006 -2.13946
H -5.78946 -5.48312 -2.01544
H -7.19686 -5.21749 0.00694
H -6.34045 -3.88022 1.91659
H -4.12998 -2.81352 1.79437
```

Mulliken population analysis, charges in e, atoms 1 to 2: Cs 1.36; B -0.19



# 2
The following is a DFT calculation (ωB97M-V/def2-TZVPD) of 7 unconnected molecules or ions with the total composition C38H30BFO26S in a non-equilibrium geometry.

LUMO level ... -0.0660 hartree
Frontier orbital gap ... 7.62 eV
Structure (SMILES) ... O=C1C=C(O)C(=O)C=C1O.O=C1C=C(O)C(=O)C=C1O.O=C1C=C(O)C(=O)C=C1O.O=C1C=C(O)C(=O)C=C1O.O=C1C=C(O)C(=O)C=C1O.O=C1C=C(O)C(=O)C=C1O.CB(C)S(=O)(=O)F

XYZ file:
```
97
C38H30BFO26S | OMol25 | ωB97M-V/def2-TZVPD
C -0.01314 4.67565 0.26005
B 0.09936 3.42910 -0.66120
C -0.41128 2.02955 -0.29346
S 0.93154 3.75162 -2.36558
O 1.69582 4.96741 -2.31853
O 1.56524 2.57467 -2.89577
F -0.33609 4.05912 -3.27901
H 0.68143 4.52211 1.09511
H 0.19318 5.63234 -0.21547
H -1.01506 4.67149 0.70446
H -0.20819 1.85667 0.76785
H -0.06683 1.20556 -0.90990
H -1.51030 2.08778 -0.36970
C -4.94849 3.35828 -0.70611
C -6.19986 3.79615 -0.49654
C -7.29627 2.89657 0.04419
O -8.38528 3.41527 0.20617
C -6.98761 1.51254 0.32464
C -5.73816 1.07571 0.11190
C -4.64009 1.98122 -0.40756
O -3.53915 1.47036 -0.53978
O -5.34210 -0.16737 0.33312
O -6.59890 5.03268 -0.73231
H -4.16417 3.99453 -1.09164
H -7.77554 0.87390 0.69751
H -4.39413 -0.19796 0.09471
H -7.54609 5.06312 -0.48626
C 3.22561 -2.58447 -3.11022
C 2.70956 -3.59720 -2.40397
C 1.38179 -3.49622 -1.68882
O 1.00734 -4.48958 -1.08771
C 0.65138 -2.25165 -1.75399
C 1.16413 -1.22991 -2.45868
C 2.48599 -1.34076 -3.19524
O 2.84490 -0.36298 -3.82097
O 0.57088 -0.05395 -2.56843
O 3.30005 -4.77986 -2.26370
H 4.16836 -2.65356 -3.62751
H -0.29122 -2.18204 -1.22918
H 1.14557 0.52412 -3.11718
H 2.69572 -5.31248 -1.70917
C -2.64296 -0.59887 5.30527
C -2.27641 0.33648 4.41956
C -1.01331 0.22002 3.59227
O -0.79844 1.12922 2.80637
C -0.16118 -0.93065 3.77105
C -0.52738 -1.86944 4.65709
C -1.80248 -1.76301 5.47284
O -2.03629 -2.68820 6.23007
O 0.17048 -2.96403 4.90397
O -2.96979 1.43981 4.17400
H -3.54742 -0.53200 5.89258
H 0.74344 -1.00117 3.18384
H -0.33312 -3.45924 5.58134
H -2.46493 1.92289 3.48950
C -5.37234 -4.24987 6.66752
C -5.93630 -5.20409 7.42237
C -7.28953 -5.02497 8.08260
O -7.70387 -5.96861 8.73086
C -7.99024 -3.77136 7.91020
C -7.42499 -2.81724 7.15782
C -6.08255 -3.00697 6.48108
O -5.67723 -2.07260 5.81018
O -7.97141 -1.63278 6.92861
O -5.38136 -6.38030 7.66531
H -4.40563 -4.36503 6.19786
H -8.94827 -3.64562 8.39407
H -7.34388 -1.15632 6.34877
H -6.01419 -6.86398 8.23385
C 4.91172 4.60796 -1.39549
C 4.75985 3.87137 -0.28742
C 5.87968 3.63594 0.70296
O 5.60595 2.96022 1.68046
C 7.17830 4.21126 0.43672
C 7.33785 4.94708 -0.67256
C 6.20732 5.19883 -1.65282
O 6.47735 5.89759 -2.61260
O 8.47658 5.52366 -1.02242
O 3.62358 3.27641 0.05777
H 4.10868 4.77927 -2.09926
H 7.97779 4.02960 1.14072
H 8.28968 5.98977 -1.86309
H 3.80729 2.81973 0.90344
C 7.13872 -3.75674 -8.10955
C 6.40327 -3.80015 -6.98972
C 5.16855 -2.94294 -6.79756
O 4.57431 -3.07853 -5.74152
C 4.77582 -2.03319 -7.84720
C 5.51271 -1.98812 -8.96692
C 6.73798 -2.85836 -9.16927
O 7.31568 -2.73835 -10.23448
O 5.25226 -1.19544 -9.99330
O 6.67353 -4.58508 -5.95859
H 8.01914 -4.36600 -8.25596
H 3.90261 -1.41539 -7.69281
H 5.94638 -1.37935 -10.65817
H 5.97238 -4.41788 -5.29760
```

Mulliken population analysis, charges in e, atoms 1 to 2: C -0.94; B 0.33



# 3
The following is a DFT calculation (ωB97M-V/def2-TZVPD) of 2 unconnected molecules or ions with the total composition C4H10NO2S in a non-equilibrium geometry.

LUMO level (spin up / spin down) ... -0.2630 / -0.2629 hartree
Total charge ... +1
Frontier orbital gap (spin up / spin down) ... 5.50 / 5.51 eV

XYZ file:
```
18
C4H10NO2S | OMol25 | ωB97M-V/def2-TZVPD
C -1.20247 0.83781 -1.14538
C -1.44045 0.57792 -2.52239
C 1.20935 -1.63466 1.71603
C 0.20180 0.89041 -0.69435
N 0.49145 -0.71651 2.58519
O -2.20653 0.91553 -0.34207
O 1.12295 0.66589 -1.65174
S 0.78473 1.71155 0.68119
H -1.05666 -0.41065 -2.77168
H -0.88835 1.27192 -3.14028
H -2.51646 0.63439 -2.65040
H 0.77495 -2.68609 1.68209
H 1.26528 -1.07792 0.69903
H 2.18667 -1.93995 2.04169
H 1.16772 -0.04156 2.79913
H -0.01485 -1.07365 3.42088
H 1.93097 0.99016 -1.26109
H -1.81007 1.08540 0.55415
```

Mulliken population analysis, charges in e, atoms 1 to 2: C 0.88; C -1.10



# 4
The following is a DFT calculation (ωB97M-V/def2-TZVPD) of 2 unconnected molecules or ions with the total composition C5H8O in a non-equilibrium geometry.

LUMO level ... 0.0360 hartree
Frontier orbital gap ... 10.19 eV
Structure (SMILES) ... C=C=O.C=CC

XYZ file:
```
14
C5H8O | OMol25 | ωB97M-V/def2-TZVPD
O -0.74212 1.28159 -2.40805
C -0.45040 0.17638 -2.17026
C 0.79351 1.37236 0.50854
C -0.23561 0.66337 0.96573
C -0.12643 -0.65383 1.67595
C -0.13734 -1.07733 -1.93037
H 1.82008 1.02924 0.62834
H 0.64746 2.31935 -0.00397
H -0.45064 -0.56554 2.71979
H -1.24566 1.04845 0.81893
H -0.76752 -1.40649 1.20164
H 0.90449 -1.02406 1.67073
H 0.56311 -1.30508 -1.13803
H -0.57292 -1.85842 -2.53899
```

Mulliken population analysis, charges in e, atoms 1 to 2: O -0.36; C 0.79



Number 1: calculated total energy -6666.18486 hartree. Number 2: calculated total energy -3945.18582 hartree. Number 3: calculated total energy -761.48428 hartree. Number 4: calculated total energy -270.49026 hartree.